Entry 1:
C45H105N15O15 | the ωB97M-V functional and the def2-TZVPD basis

Maximum force: 5.6 eV Å⁻¹
Net charge: 0
Energy above the lowest of the compared OMol25 structures with the same formula, charge and spin: 313.69 kcal/mol
Frontier orbital gap: 8.4608 eV
LUMO energy: -0.016 hartree

Element x y z (Å)
C -0.29 4.86 1.64
O -1.06 5.42 0.84
N 1.06 4.68 1.45
C 1.80 3.72 2.29
C 1.64 4.96 0.12
H -0.70 4.49 2.59
H 1.26 3.47 3.21
H 2.74 4.16 2.64
H 2.05 2.78 1.79
H 2.72 5.04 0.17
H 1.39 4.25 -0.68
H 1.28 5.90 -0.31
C -5.88 -0.97 3.90
O -5.45 -0.24 3.00
N -5.08 -1.88 4.54
C -5.67 -2.71 5.57
C -3.67 -2.04 4.20
H -6.90 -0.89 4.33
H -6.00 -2.15 6.44
H -5.10 -3.60 5.84
H -6.67 -2.97 5.22
H -3.39 -1.46 3.32
H -3.05 -1.75 5.04
H -3.54 -3.08 3.91
C -0.54 -3.24 -4.96
O -1.44 -3.57 -4.15
N 0.78 -3.44 -4.67
C 1.89 -3.12 -5.55
C 1.24 -3.88 -3.37
H -0.62 -2.78 -5.96
H 2.62 -2.49 -5.03
H 1.61 -2.71 -6.52
H 2.53 -3.99 -5.67
H 1.89 -4.73 -3.54
H 1.81 -3.15 -2.81
H 0.38 -4.16 -2.76
C -1.71 2.78 6.42
O -1.60 3.81 5.71
N -2.85 2.04 6.44
C -2.85 0.78 7.21
C -4.03 2.17 5.57
H -0.94 2.47 7.13
H -3.26 -0.01 6.57
H -3.62 0.81 7.98
H -1.95 0.46 7.74
H -4.26 1.25 5.03
H -4.85 2.66 6.10
H -3.82 2.93 4.82
C -0.26 0.44 1.40
O -0.89 1.45 1.78
N 0.19 0.22 0.13
C 0.72 -1.04 -0.37
C 0.07 1.21 -0.96
H -0.02 -0.47 1.98
H 0.98 -1.81 0.36
H 1.63 -0.95 -0.97
H 0.00 -1.64 -0.92
H -0.15 0.72 -1.91
H -0.70 1.95 -0.72
H 0.98 1.79 -1.08
C 2.52 0.49 -3.84
O 1.62 0.11 -4.64
N 3.26 1.55 -4.08
C 4.29 1.86 -3.08
C 3.21 2.38 -5.34
H 2.74 0.05 -2.86
H 4.31 2.90 -2.75
H 5.26 1.64 -3.53
H 4.27 1.35 -2.12
H 4.11 2.22 -5.93
H 2.27 2.22 -5.86
H 3.14 3.43 -5.06
C -0.35 -3.71 5.43
O -1.00 -3.37 6.42
N 0.45 -2.78 4.85
C 1.10 -3.25 3.67
C 0.72 -1.42 5.44
H -0.33 -4.69 4.93
H 0.58 -2.94 2.77
H 1.29 -4.32 3.65
H 2.10 -2.82 3.61
H -0.17 -1.20 6.04
H 1.62 -1.31 6.04
H 0.62 -0.71 4.62
C 4.70 -6.38 5.97
O 4.74 -6.40 7.20
N 4.39 -5.28 5.17
C 4.44 -5.43 3.71
C 4.50 -3.93 5.71
H 4.91 -7.36 5.53
H 5.46 -5.26 3.36
H 3.82 -4.64 3.28
H 4.20 -6.45 3.43
H 5.36 -3.46 5.23
H 3.65 -3.38 5.31
H 4.37 -3.95 6.79
C -1.61 0.34 -9.33
O -1.76 -0.27 -10.36
N -0.67 0.11 -8.36
C -0.75 0.98 -7.26
C 0.14 -1.10 -8.16
H -2.24 1.22 -9.15
H 0.29 1.24 -7.01
H -1.25 0.42 -6.47
H -1.33 1.88 -7.48
H -0.27 -1.88 -7.51
H 0.30 -1.57 -9.13
H 1.14 -0.87 -7.81
C 4.45 -2.16 -0.10
O 3.91 -1.89 -1.27
N 4.74 -1.34 0.96
C 5.61 -1.87 2.02
C 4.50 0.05 0.93
H 4.79 -3.19 0.12
H 6.55 -1.41 1.70
H 5.69 -2.96 2.03
H 5.28 -1.60 3.02
H 5.51 0.46 0.90
H 3.98 0.24 -0.01
H 3.87 0.30 1.78
C -3.19 3.17 -1.04
O -3.28 2.88 -2.22
N -3.72 2.40 -0.03
C -3.59 2.74 1.41
C -4.56 1.19 -0.28
H -2.77 4.09 -0.61
H -4.54 3.14 1.76
H -2.92 3.57 1.57
H -3.29 1.83 1.92
H -5.45 1.07 0.33
H -5.00 1.19 -1.28
H -3.94 0.30 -0.24
C -2.44 -4.40 -1.12
O -1.72 -5.28 -0.67
N -2.92 -3.31 -0.38
C -2.72 -3.11 1.00
C -3.87 -2.42 -0.99
H -2.72 -4.29 -2.18
H -1.92 -3.79 1.30
H -3.70 -3.29 1.45
H -2.53 -2.05 1.15
H -4.33 -2.83 -1.89
H -4.70 -2.21 -0.32
H -3.21 -1.60 -1.27
C 1.41 -6.81 -0.96
O 2.05 -7.57 -1.67
N 1.94 -5.98 -0.02
C 1.27 -4.95 0.75
C 3.38 -5.98 0.17
H 0.32 -6.70 -1.02
H 1.58 -5.00 1.80
H 0.20 -5.10 0.80
H 1.67 -3.98 0.43
H 3.67 -5.09 -0.37
H 3.56 -5.90 1.25
H 3.87 -6.91 -0.11
C 0.08 9.42 -1.50
O 0.98 9.20 -2.31
N -0.96 8.61 -1.30
C -1.30 7.35 -1.98
C -2.01 8.91 -0.37
H 0.05 10.31 -0.86
H -1.37 6.56 -1.23
H -0.49 7.11 -2.67
H -2.23 7.35 -2.54
H -3.03 8.75 -0.71
H -1.83 8.16 0.40
H -2.02 9.93 0.03
C -2.62 4.85 -5.07
O -3.11 5.87 -5.60
N -1.29 4.70 -4.79
C -0.78 3.43 -4.42
C -0.27 5.69 -5.01
H -3.19 3.96 -4.76
H -0.04 3.14 -5.17
H -1.57 2.68 -4.50
H -0.39 3.42 -3.41
H 0.29 6.08 -4.17
H 0.44 5.24 -5.70
H -0.71 6.63 -5.37

Entry 2:
C5H7NOS | the ωB97M-V functional and the def2-TZVPD basis

Structure (SMILES): CC1=COC/C1=N\S
Maximum force: 0.9 eV Å⁻¹
Net charge: 0
Energy above the lowest of the compared OMol25 structures with the same formula, charge and spin: 35.41 kcal/mol
Frontier orbital gap: 8.9419 eV
LUMO energy: 0.032 hartree

Element x y z (Å)
C 0.05 -0.77 -1.99
C 0.03 0.20 -0.87
C 0.04 1.54 -0.91
O 0.01 2.18 0.30
C -0.03 1.15 1.30
C -0.01 -0.15 0.54
N -0.04 -1.35 0.98
S -0.09 -1.51 2.69
H 0.08 -0.27 -2.96
H -0.82 -1.44 -1.98
H 0.93 -1.45 -1.89
H 0.05 2.22 -1.75
H -0.95 1.28 1.93
H 0.85 1.25 1.94
H -0.10 -2.88 2.69

Entry 3:
C5H2O | the ωB97M-V functional and the def2-TZVPD basis

Maximum force: 0.6 eV Å⁻¹
Net charge: 0
Energy above the lowest of the compared OMol25 structures with the same formula, charge and spin: 54.82 kcal/mol
Frontier orbital gap: 8.5768 eV
LUMO energy: -0.054 hartree

Element x y z (Å)
O -1.17 -1.50 1.50
C -0.66 -0.45 1.21
C -0.78 1.17 -1.80
C 0.43 1.00 -1.39
C 0.82 0.36 -0.33
C 0.79 -0.35 0.77
H -1.20 0.51 1.20
H 1.59 -0.90 1.24

Entry 4:
C2H3FS | the ωB97M-V functional and the def2-TZVPD basis

Maximum force: 7.8 eV Å⁻¹
Net charge: 0
Energy above the lowest of the compared OMol25 structures with the same formula, charge and spin: 70.06 kcal/mol
Frontier orbital gap: 8.0372 eV
LUMO energy: -0.046 hartree

Element x y z (Å)
C -0.53 -0.30 0.29
C 0.58 0.13 -0.42
H -0.33 -0.35 1.42
H -1.14 -1.16 -0.09
H 1.16 1.38 0.16
F -1.24 1.15 0.10
S 1.50 -0.86 -1.46

Entry 5:
C6H12N | the ωB97M-V functional and the def2-TZVPD basis

Structure (SMILES): C=C[C@@H](C)[NH+]1CC1
Maximum force: 3.4 eV Å⁻¹
Net charge: +1
Energy above the lowest of the compared OMol25 structures with the same formula, charge and spin: 38.46 kcal/mol
Frontier orbital gap: 11.3847 eV
LUMO energy: -0.109 hartree

Element x y z (Å)
C -1.76 -1.24 1.42
C -1.31 -0.12 0.91
C -0.41 -0.10 -0.47
C -1.10 0.64 -1.60
N 0.85 0.58 -0.10
C 1.71 0.04 0.95
C 2.17 0.08 -0.45
H -2.38 -1.24 2.30
H -1.56 -2.20 0.98
H -1.53 0.86 1.30
H -0.18 -1.13 -0.74
H -1.44 1.62 -1.28
H -0.43 0.75 -2.45
H -1.96 0.07 -1.92
H 0.73 1.59 -0.11
H 1.38 -0.91 1.36
H 2.10 0.73 1.68
H 2.91 0.81 -0.75
H 2.20 -0.84 -1.02

Entry 6:
C5H11NO2 | the ωB97M-V functional and the def2-TZVPD basis

Multiplicity: 2
Maximum force: 1.7 eV Å⁻¹
Net charge: +1
Energy above the lowest of the compared OMol25 structures with the same formula, charge and spin: 44.87 kcal/mol
Frontier orbital gap (alpha / beta): 9.7813 / 4.5739 eV
LUMO energy (alpha / beta): -0.132 / -0.323 hartree

Element x y z (Å)
C 0.13 0.35 2.06
O 0.37 -0.70 2.99
C 0.36 -0.13 0.59
C -0.61 0.40 -0.44
C -0.24 0.02 -1.89
C 0.35 1.14 -2.74
O 0.25 1.15 -3.92
N 0.33 -1.56 0.58
H 0.82 1.15 2.26
H -0.88 0.75 2.13
H -0.46 -1.00 3.37
H 1.38 0.13 0.27
H -0.65 1.49 -0.34
H -1.64 0.10 -0.24
H -1.11 -0.39 -2.40
H 0.46 -0.83 -1.91
H 0.87 1.92 -2.15
H 0.90 -2.01 1.30
H -0.60 -1.98 0.49

Entry 7:
C4H5NO | the ωB97M-V functional and the def2-TZVPD basis

Structure (SMILES): C=C[C@@H](O)C#N
Maximum force: 1.2 eV Å⁻¹
Net charge: 0
Energy above the lowest of the compared OMol25 structures with the same formula, charge and spin: 43.25 kcal/mol
Frontier orbital gap: 11.2644 eV
LUMO energy: 0.024 hartree

Element x y z (Å)
C -1.35 -0.81 0.06
C -0.40 -0.27 -0.70
C 0.68 0.56 0.00
O 0.07 1.07 1.16
C 1.93 -0.19 0.21
N 2.95 -0.73 0.12
H -2.31 -1.15 -0.32
H -1.21 -0.88 1.14
H -0.44 -0.28 -1.78
H 0.99 1.41 -0.62
H -0.81 1.24 0.77

Entry 8:
C9H14 | the ωB97M-V functional and the def2-TZVPD basis

Structure (SMILES): Cc1ccccc1.CC
Maximum force: 1.3 eV Å⁻¹
Net charge: 0
Energy above the lowest of the compared OMol25 structures with the same formula, charge and spin: 6.78 kcal/mol
Frontier orbital gap: 9.9751 eV
LUMO energy: 0.034 hartree

Element x y z (Å)
C -0.58 2.01 0.79
C -0.01 1.33 -0.42
C -0.82 0.61 -1.28
C -0.26 -0.07 -2.37
C 1.09 0.02 -2.64
C 1.87 0.84 -1.84
C 1.34 1.51 -0.75
H -0.08 1.68 1.71
H -1.64 1.81 0.93
H -0.46 3.10 0.82
H -1.88 0.59 -1.13
H -0.91 -0.68 -2.97
H 1.52 -0.59 -3.42
H 2.91 1.02 -2.06
H 1.88 2.21 -0.12
C -0.23 -2.66 3.10
C -1.73 -2.58 3.25
H 0.13 -3.66 3.35
H 0.10 -2.48 2.07
H 0.36 -2.04 3.77
H -2.16 -1.60 3.06
H -2.19 -3.34 2.62
H -2.04 -2.95 4.24

Entry 9:
C25H42N4O5S | the ωB97M-V functional and the def2-TZVPD basis

Maximum force: 2.2 eV Å⁻¹
Net charge: 0
Energy above the lowest of the compared OMol25 structures with the same formula, charge and spin: 125.30 kcal/mol
Frontier orbital gap: 4.8453 eV
LUMO energy: -0.021 hartree

Element x y z (Å)
C 5.07 1.27 1.90
C 3.54 1.05 1.71
C 3.32 -0.38 1.16
C 1.85 -0.86 1.18
C 1.15 -0.86 -0.17
C 2.00 -1.75 -1.15
O 2.55 -2.86 -0.48
C 3.88 -3.17 -0.86
N 1.15 0.51 -0.78
C -0.08 1.33 -0.51
C -0.11 2.44 -1.60
C 0.90 3.59 -1.38
C 0.27 4.95 -1.66
O 0.04 5.07 -3.06
C -0.15 1.90 0.91
C -1.33 2.85 1.13
S -1.30 3.64 2.76
C -1.69 2.36 3.90
N -2.22 2.56 5.02
N -2.31 1.29 5.61
C -1.85 0.46 4.79
O -1.42 1.06 3.63
C -1.32 0.47 -0.76
O -1.31 -0.59 0.18
C -0.29 -1.49 -0.18
C -0.41 -2.74 0.65
C -0.23 -3.99 0.14
C -0.33 -5.05 0.99
N -0.58 -4.97 2.29
C -0.78 -3.74 2.74
C -0.70 -2.61 1.99
H 5.41 2.18 1.40
H 5.61 0.46 1.41
H 5.36 1.24 2.95
H 3.25 1.77 0.93
H 3.02 1.23 2.64
H 3.90 -1.04 1.81
H 3.81 -0.43 0.19
H 1.83 -1.84 1.66
H 1.32 -0.20 1.87
H 2.78 -1.10 -1.58
H 1.40 -2.11 -1.99
H 4.20 -2.68 -1.78
H 4.59 -2.98 -0.05
H 3.93 -4.24 -1.06
H 1.19 0.38 -1.79
H 1.96 1.08 -0.53
H 0.07 2.01 -2.59
H -1.12 2.86 -1.57
H 1.71 3.51 -2.12
H 1.39 3.58 -0.40
H -0.71 5.04 -1.17
H 0.88 5.78 -1.29
H -0.86 4.79 -3.24
H 0.76 2.44 1.20
H -0.27 1.12 1.65
H -1.34 3.68 0.42
H -2.29 2.34 1.03
H -1.76 -0.60 4.93
H -2.25 1.02 -0.68
H -1.28 0.12 -1.80
H -0.48 -1.78 -1.22
H -0.01 -4.13 -0.91
H -0.17 -6.05 0.58
H -1.00 -3.63 3.80
H -0.87 -1.63 2.42
C -4.81 -1.11 -4.45
C -4.00 -1.35 -3.17
C -4.99 -1.41 -1.98
O -3.13 -0.32 -2.98
H -5.36 -0.16 -4.40
H -4.16 -1.08 -5.32
H -5.55 -1.90 -4.62
H -3.58 -2.38 -3.26
H -5.53 -0.47 -1.87
H -4.45 -1.60 -1.04
H -5.73 -2.21 -2.11

Entry 10:
C19H43OP3SSeTm | the ωB97M-V functional and the def2-TZVPD basis

Multiplicity: 3
Maximum force: 2.3 eV Å⁻¹
Net charge: +3
Energy above the lowest of the compared OMol25 structures with the same formula, charge and spin: 67.29 kcal/mol
Frontier orbital gap (alpha / beta): 6.3903 / 6.4232 eV
LUMO energy (alpha / beta): -0.367 / -0.366 hartree

Element x y z (Å)
Tm -0.57 1.03 0.34
P 0.23 -1.03 2.05
P 2.25 1.08 0.83
P -2.13 -1.33 -0.24
H 0.37 2.88 -4.50
C -0.54 3.16 -4.00
C -0.85 2.87 -2.71
H -0.27 2.52 -1.87
C 1.18 -2.61 1.68
C 1.20 -0.70 3.58
C -1.03 -2.01 2.95
C 2.61 1.86 -0.75
C 3.12 2.10 2.08
C 3.30 -0.43 0.85
C -2.52 -0.77 -1.93
C -3.64 -1.28 0.73
C -1.65 -3.13 -0.34
H -1.21 3.86 -4.58
H -1.85 3.11 -2.40
H 1.19 -3.09 2.67
H 2.23 -2.44 1.40
H 0.61 -3.27 1.01
H 1.09 -1.64 4.14
H 0.75 0.09 4.20
H 2.28 -0.54 3.43
H -0.43 -2.45 3.76
H -1.46 -2.86 2.40
H -1.77 -1.36 3.44
H 3.54 2.42 -0.74
H 1.85 2.62 -0.97
H 2.66 1.14 -1.56
H 4.22 2.23 1.82
H 3.08 1.64 3.11
H 2.66 3.13 2.11
H 4.37 -0.18 0.85
H 3.10 -1.02 -0.07
H 3.12 -1.06 1.74
H -3.40 -1.29 -2.35
H -1.68 -0.96 -2.63
H -2.79 0.31 -1.94
H -4.48 -1.71 0.16
H -3.92 -0.24 0.98
H -3.54 -1.90 1.64
H -2.37 -3.64 -1.01
H -1.67 -3.56 0.68
H -0.64 -3.23 -0.79
C 1.08 -1.17 -3.20
C 1.25 -0.02 -4.00
C 1.05 -0.15 -5.37
C 0.91 -1.42 -5.95
C 0.84 -2.60 -5.16
C 0.93 -2.47 -3.77
Se 0.85 -1.06 -1.32
H 0.08 0.38 -1.54
H 1.52 1.01 -3.65
H 0.99 0.73 -6.01
H 0.91 -1.48 -7.03
H 0.73 -3.59 -5.63
H 0.86 -3.35 -3.12
C -1.21 1.77 4.52
S -2.53 1.98 3.25
C -2.53 3.76 3.09
O -1.73 1.76 1.93
H -1.79 1.79 5.47
H -0.48 2.61 4.56
H -0.69 0.79 4.45
H -1.59 4.25 3.39
H -2.73 4.08 2.05
H -3.33 4.06 3.77

Entry 11:
CH3N2O2S | the ωB97M-V functional and the def2-TZVPD basis

Maximum force: 4.3 eV Å⁻¹
Net charge: -1
Energy above the lowest of the compared OMol25 structures with the same formula, charge and spin: 125.34 kcal/mol
Frontier orbital gap (alpha / beta): 4.5164 / 5.8151 eV
LUMO energy (alpha / beta): 0.101 / 0.120 hartree

Element x y z (Å)
C 0.53 -1.05 -1.60
N -0.80 -0.72 -1.28
N 0.03 -1.10 -0.19
O -0.71 2.52 1.22
O 0.51 1.01 2.76
S 0.24 1.38 1.37
H 1.42 -0.33 -1.41
H -1.11 0.33 -0.99
H -0.10 -2.05 0.12

Entry 12:
C3H9N2O2 | the ωB97M-V functional and the def2-TZVPD basis

Maximum force: 1.0 eV Å⁻¹
Net charge: -1
Energy above the lowest of the compared OMol25 structures with the same formula, charge and spin: 21.93 kcal/mol
Frontier orbital gap: 8.0118 eV
LUMO energy: 0.154 hartree

Element x y z (Å)
C 0.19 -0.06 1.63
O -0.31 -1.13 0.91
C 0.13 -0.33 3.13
H -0.39 0.86 1.43
H 1.20 0.23 1.30
H 0.46 0.53 3.72
H 0.72 -1.21 3.40
H -0.90 -0.56 3.45
N -0.19 0.73 -3.49
C 0.00 0.55 -2.08
N -0.42 -0.62 -1.59
O 0.51 1.49 -1.47
H 0.38 1.50 -3.81
H 0.05 -0.10 -4.02
H -1.07 -1.07 -2.22
H -0.36 -0.83 -0.31